(1)
{"formula": "C3H4O3", "method": "ωB97M-V/def2-TZVPD", "species": ["O", "C", "O", "C", "C", "O", "H", "H", "H", "H"], "positions_angstrom": [[-1.25181, 1.04244, -2.21759], [-0.60552, 0.57332, -1.33401], [0.49123, -0.21309, -1.34146], [0.57801, -0.77959, 0.18349], [0.00496, 0.36139, 0.89720], [-0.99269, 0.82651, 0.02783], [-0.14601, -1.58726, 0.10780], [1.52430, -1.12277, 0.65453], [-0.29154, -0.24880, 1.77581], [0.68907, 1.14785, 1.24640]], "forces_ev_per_a": [[0.981, -0.648, 0.263], [-0.373, 0.237, 1.896], [0.185, -0.590, 1.835], [0.305, 0.406, -2.577], [0.064, -0.779, 0.886], [-0.058, 0.093, -0.791], [0.159, -0.102, 0.147], [-0.103, 0.305, -1.448], [-1.056, 1.249, 0.226], [-0.105, -0.172, -0.436]], "de_lowest_kcal_mol": 35.0, "e_lumo_ev": 0.63, "smiles": "O=C1OCCO1", "energy_ha": -342.40024, "homo_lumo_gap_ha": 0.432}

=====

(2)
{"formula": "C4H4Cl2N2O", "method": "ωB97M-V/def2-TZVPD", "species": ["C", "C", "C", "C", "N", "N", "O", "Cl", "Cl", "H", "H", "H", "H"], "positions_angstrom": [[0.24981, -0.26851, 1.01836], [0.13958, -1.24701, 0.02258], [-1.99613, 0.41814, -0.10528], [1.92187, 1.27498, 0.15004], [-0.88537, -1.54155, -0.68188], [-1.99641, -0.83928, -0.48932], [1.06269, 0.70612, 1.18933], [1.48580, -2.37795, -0.14674], [-3.66729, 0.94240, -0.04088], [2.67578, 0.66897, -0.04866], [2.27030, 2.12282, 0.56888], [1.42717, 1.66120, -0.65912], [-2.68778, -1.52033, -0.77733]], "forces_ev_per_a": [[-0.458, 0.740, 0.848], [0.916, 0.098, -1.179], [-0.339, -0.752, -0.036], [-2.761, -0.018, 1.777], [1.826, -1.721, 0.132], [-0.068, 0.618, -0.144], [-0.500, -0.297, -0.471], [-0.149, 0.511, 0.225], [0.128, 0.187, 0.260], [3.179, -3.011, -1.129], [1.483, 2.655, 1.888], [-1.888, -0.029, -2.260], [-1.370, 1.020, 0.089]], "de_lowest_kcal_mol": 127.6, "e_lumo_ev": -0.23, "energy_ha": -1259.72475, "homo_lumo_gap_ha": 0.305}

=====

(3)
{"formula": "C33H57F3N2O6PSi", "method": "ωB97M-V/def2-TZVPD", "species": ["C", "C", "C", "C", "C", "C", "C", "C", "F", "C", "C", "F", "F", "C", "C", "Si", "C", "C", "C", "C", "C", "C", "C", "C", "C", "P", "O", "N", "C", "C", "C", "C", "O", "C", "O", "C", "N", "H", "H", "H", "H", "H", "H", "H", "H", "H", "H", "H", "H", "H", "H", "H", "H", "H", "H", "H", "H", "H", "H", "H", "H", "H", "H", "H", "H", "H", "H", "H", "H", "H", "H", "H", "H", "H", "H", "H", "C", "C", "O", "H", "H", "H", "H", "H", "H", "C", "C", "O", "H", "H", "H", "H", "H", "H", "C", "C", "O", "H", "H", "H", "H", "H", "H"], "positions_angstrom": [[4.88862, -0.04725, 3.77216], [4.28193, 1.11244, 2.84668], [2.76247, 1.37757, 3.17319], [4.62126, 0.89417, 1.29203], [3.29059, 0.97438, 0.47738], [2.66451, 2.24088, -0.00666], [3.43396, 3.53990, 0.38881], [4.43652, 4.03019, -0.76190], [2.56258, 4.58932, 0.80947], [1.39839, 2.21268, -0.79730], [0.77772, 3.54050, -1.33603], [0.04890, 3.36962, -2.52518], [1.76300, 4.46749, -1.73985], [-0.09809, 4.29923, -0.26590], [-1.64068, 3.94577, -0.28312], [-2.18167, 2.73746, 1.13000], [-3.19935, 3.75448, 2.41541], [-0.71677, 1.98692, 2.09953], [-3.25930, 1.29680, 0.51597], [-3.34305, 0.10368, 1.41480], [-4.10445, -1.10953, 1.10754], [-4.86666, -1.14727, -0.15497], [-4.79940, 0.05136, -1.07354], [-4.02849, 1.25484, -0.74520], [0.78570, 0.87077, -1.01223], [-0.86671, 0.65423, -1.93960], [-0.58133, 0.31474, -3.38584], [1.38092, -0.29704, -0.54310], [0.84000, -1.66136, -0.72202], [1.65455, -2.50797, -1.81605], [2.08981, -1.65664, -3.07370], [3.62265, -1.85877, -3.45401], [4.48957, -1.77811, -2.28091], [2.59066, -0.25958, 0.14932], [3.20172, -1.46845, 0.56731], [2.85492, -1.74689, 1.85585], [2.39709, -2.22599, 2.79047], [5.30224, -0.85429, 3.10408], [5.64291, 0.32598, 4.50786], [4.02048, -0.52016, 4.31415], [4.83473, 2.05368, 3.15117], [2.69230, 1.47846, 4.29953], [2.06259, 0.54616, 2.89639], [2.36978, 2.35021, 2.75831], [5.27877, 1.73657, 0.92894], [5.16356, -0.06927, 1.09644], [4.10344, 3.38736, 1.28633], [4.39269, 5.13573, -0.91974], [5.46609, 3.63881, -0.54101], [4.10042, 3.50383, -1.70132], [0.27237, 4.20429, 0.78437], [-0.01128, 5.39689, -0.52533], [-2.18909, 4.90922, -0.04763], [-2.04569, 3.60489, -1.26983], [-3.06333, 3.34309, 3.45349], [-2.92806, 4.85346, 2.36970], [-4.29237, 3.69640, 2.13489], [-0.77352, 0.85511, 2.13326], [0.30346, 2.23210, 1.70218], [-0.74208, 2.35466, 3.16879], [-2.79132, 0.12131, 2.39536], [-4.13207, -1.99024, 1.80372], [-5.44775, -2.07562, -0.37108], [-5.37320, -0.02839, -2.03789], [-3.98126, 2.16435, -1.39733], [-1.62950, 1.84577, -1.93536], [-1.66374, -0.37123, -1.35431], [-0.23517, -1.73718, -1.00083], [0.93760, -2.26338, 0.23098], [2.53477, -2.99550, -1.30053], [1.03165, -3.37239, -2.19140], [1.83322, -0.56763, -3.02509], [1.51544, -2.07101, -3.95586], [3.81252, -2.86016, -3.92797], [3.98323, -1.06769, -4.16409], [4.62792, -2.70918, -2.02642], [-1.00373, -0.97804, 5.16657], [-0.87442, -2.41121, 5.64839], [-0.30599, -3.22664, 4.63031], [-1.62851, -0.93086, 4.27074], [-1.44555, -0.34388, 5.93824], [-0.02456, -0.57130, 4.89581], [-1.85430, -2.82047, 5.89686], [-0.24107, -2.46656, 6.53932], [0.56570, -2.86514, 4.42107], [3.04462, -6.51561, -4.80721], [1.88849, -6.17113, -3.88888], [1.40975, -4.85514, -4.16331], [3.85997, -5.79937, -4.68200], [3.42234, -7.51863, -4.60045], [2.73450, -6.46653, -5.85427], [2.20730, -6.20020, -2.84564], [1.06459, -6.87920, -4.01785], [1.12005, -4.83660, -5.08370], [-8.69628, -0.68213, -1.55875], [-8.97880, 0.26913, -2.70459], [-7.85035, 0.34778, -3.57275], [-7.81667, -0.35728, -0.99797], [-9.55304, -0.74558, -0.88510], [-8.47009, -1.68331, -1.93754], [-9.18215, 1.27202, -2.32766], [-9.84528, -0.06391, -3.28397], [-7.68144, -0.53973, -3.91137]], "forces_ev_per_a": [[-1.143, -0.221, -0.733], [0.725, 0.443, 0.664], [0.174, 0.260, 0.887], [-0.837, 0.808, -0.208], [-1.756, -0.461, -1.802], [-0.559, -1.368, 0.069], [1.198, 1.011, 0.187], [-0.980, -1.340, -0.413], [0.643, -1.284, -0.673], [1.783, -2.620, 0.676], [-0.527, 1.758, -0.064], [0.895, -0.518, 1.688], [-0.619, -1.805, 0.650], [-0.910, 0.710, -0.528], [-0.278, 0.187, 0.323], [-0.555, 0.439, 0.655], [-0.378, 0.255, -0.389], [0.716, -0.556, 0.468], [-1.427, -2.760, -0.283], [-0.581, -0.001, -1.307], [-0.385, 1.885, -1.932], [1.919, 2.530, 0.742], [0.421, -0.896, 1.479], [0.154, -1.890, 1.852], [0.587, 1.605, 0.997], [-0.057, -0.577, -3.619], [0.116, 0.129, 1.918], [1.309, 0.960, 1.163], [-0.158, -2.919, -0.676], [0.222, 0.143, -0.165], [0.488, -0.933, -0.994], [-0.067, 0.080, 0.247], [-0.550, -0.675, -0.414], [0.789, 2.822, -0.058], [-1.349, 0.943, 1.614], [0.034, -0.371, -2.839], [0.074, 0.162, 0.767], [-0.047, 0.770, 0.918], [-0.627, -0.379, -0.787], [1.069, 0.427, -0.304], [-0.697, -0.939, -0.415], [0.040, -0.104, -1.229], [0.688, 0.685, 0.117], [0.462, -1.020, 0.258], [-0.597, -1.091, 0.367], [-0.708, 0.936, 0.127], [-1.191, -0.275, -0.815], [0.090, -1.020, 0.380], [-0.928, 0.695, -0.084], [0.511, 0.885, 0.722], [0.073, -0.130, -1.154], [0.155, -1.282, 0.113], [0.564, -1.060, -0.315], [0.603, 0.531, 0.709], [-0.189, 0.520, -0.977], [-0.150, -1.230, 0.287], [1.074, 0.022, 0.402], [0.034, 1.218, -0.012], [-0.912, -0.136, 0.314], [0.033, -0.407, -1.112], [-0.619, 0.029, -1.162], [0.094, 1.139, -0.743], [0.487, 1.154, -0.153], [0.652, 0.332, 1.137], [-0.326, -1.173, 0.400], [0.563, -0.379, 0.948], [0.458, 0.661, 0.596], [0.918, 0.870, 0.289], [-0.212, 1.170, -0.794], [-0.864, 0.787, -0.605], [0.377, 1.076, 0.638], [0.285, -0.968, 0.135], [0.510, 0.684, 0.927], [-0.525, 0.921, 0.282], [-0.540, -0.695, 0.635], [0.133, 0.780, 0.043], [-0.086, 0.117, 0.036], [0.330, 0.134, -0.212], [-0.034, -0.050, -0.085], [-0.046, -0.058, 0.077], [0.039, 0.039, -0.051], [0.014, 0.013, 0.107], [0.099, -0.102, -0.079], [-0.151, 0.087, 0.117], [-0.102, -0.145, -0.009], [0.087, -0.016, 0.031], [0.023, -0.069, -0.429], [-0.047, 0.228, 0.173], [-0.020, -0.064, 0.066], [0.000, 0.033, -0.064], [-0.025, -0.112, 0.039], [-0.113, 0.144, -0.021], [0.088, -0.109, 0.113], [0.021, 0.018, 0.135], [0.022, -0.034, 0.085], [0.133, -0.383, -0.070], [0.166, 0.146, -0.007], [-0.127, 0.110, 0.040], [0.072, -0.064, 0.018], [-0.162, -0.019, -0.005], [0.123, 0.007, -0.154], [-0.114, 0.067, 0.136], [-0.067, 0.145, -0.014]], "e_lumo_ev": -4.61, "energy_ha": -2782.57585, "homo_lumo_gap_ha": 0.247, "charge": 1}

=====

(4)
{"formula": "C12H23N2O2P2SW", "method": "ωB97M-V/def2-TZVPD", "species": ["W", "P", "C", "C", "N", "C", "C", "C", "C", "C", "P", "H", "H", "H", "H", "H", "H", "H", "H", "O", "H", "H", "O", "H", "C", "H", "H", "H", "C", "H", "H", "H", "C", "H", "H", "H", "C", "H", "H", "H", "S", "C", "N"], "positions_angstrom": [[1.26053, -0.35056, 0.59916], [0.68042, 1.58550, 1.82149], [-0.51109, 2.30765, 0.64301], [-0.05596, 2.06171, -0.76905], [0.46258, 0.82407, -0.97421], [0.70576, 0.39457, -2.24578], [0.66014, 1.28829, -3.30426], [0.24097, 2.59729, -3.07970], [-0.14315, 2.97353, -1.80313], [1.06820, -1.05776, -2.37994], [0.44962, -1.98300, -0.89938], [-0.52938, 3.97132, -1.56107], [0.94513, 0.92148, -4.30201], [0.19041, 3.31721, -3.90365], [0.54238, -1.49795, -3.24936], [2.15449, -1.19367, -2.53365], [-1.52826, 1.86295, 0.82232], [-0.56993, 3.38662, 0.84310], [-3.57665, -1.34939, 0.91943], [-3.59682, -0.35235, 0.86083], [-4.54339, -0.12554, 0.79895], [-2.34625, -2.94651, 1.53222], [-3.14293, -2.91985, 0.94661], [-3.49438, -3.82280, 0.88021], [-1.26590, -2.27463, -1.28189], [-1.32702, -2.86682, -2.20329], [-1.76886, -2.80946, -0.46661], [-1.80602, -1.33069, -1.40062], [1.28390, -3.55482, -0.80841], [0.86861, -4.10130, 0.04753], [1.10634, -4.11515, -1.73484], [2.36003, -3.42642, -0.64571], [2.15495, 2.61249, 1.98422], [1.86521, 3.59310, 2.38484], [2.83746, 2.11126, 2.68518], [2.67248, 2.71953, 1.02692], [-0.16350, 1.59569, 3.40910], [0.32137, 0.86278, 4.07264], [-0.07377, 2.61162, 3.83576], [-1.22686, 1.32174, 3.27794], [3.35077, -0.30083, 0.12473], [1.47201, -1.09964, 2.52197], [2.01638, -1.44126, 3.50842]], "forces_ev_per_a": [[3.033, -0.071, 0.014], [-1.802, 2.341, 1.681], [-0.343, 0.356, -0.333], [0.050, 0.174, 0.111], [-0.900, -0.138, -0.227], [0.326, 0.402, -0.201], [0.056, -0.706, -0.338], [0.131, 0.128, -0.474], [-0.427, 0.405, 0.878], [0.318, 0.063, -0.257], [-0.924, -1.444, -2.146], [0.163, -0.401, -0.368], [-0.264, 0.343, 0.470], [0.046, -0.302, 0.285], [0.285, 0.076, 0.250], [-0.380, -0.023, 0.037], [0.764, 0.247, -0.130], [-0.130, -0.155, 0.083], [-0.392, 1.358, -0.077], [-0.108, -0.628, -0.102], [0.584, -0.049, 0.082], [-1.318, -0.370, -0.299], [1.317, -0.706, 0.582], [-0.037, 0.221, 0.278], [-0.466, 0.240, 0.382], [0.148, 0.074, 0.101], [0.087, 0.053, -0.271], [0.016, -0.047, -0.065], [0.397, -0.171, 0.589], [0.095, -0.066, -0.201], [-0.001, 0.093, 0.072], [-0.133, -0.127, -0.095], [0.684, -0.685, -0.347], [-0.119, -0.131, -0.090], [-0.141, 0.203, -0.014], [-0.037, 0.223, 0.076], [-0.125, -0.564, 0.262], [-0.185, 0.366, -0.040], [-0.077, -0.367, -0.183], [0.463, 0.137, 0.087], [-0.160, -0.195, 0.156], [0.379, -0.627, 0.947], [-0.871, 0.470, -1.164]], "e_lumo_ev": [-12.27, -15.66], "s_squared": 2.0329, "energy_ha": -1877.90703, "homo_lumo_gap_ha": [0.240, 0.116], "charge": 3, "multiplicity": 3}